1.
Molecular formula: C5H12N2
Method: DFT, ωB97M-V/def2-TZVPD

Element x y z (Å)
C -2.528621 0.508763 -0.284033
C -1.365361 0.501934 -0.854835
C 0.652639 0.623164 1.066365
C 1.860266 0.060523 -1.172158
C 0.992383 -0.416367 0.098648
N -0.839149 -1.937963 0.382035
N -0.175882 -1.142548 -0.528629
H -3.223928 1.220003 -0.260272
H -2.719376 -0.304706 0.393238
H -0.740609 1.297366 -1.238371
H 0.109329 0.291427 1.992015
H 1.547226 1.062975 1.527208
H 0.037604 1.481565 0.709137
H 1.355274 0.988125 -1.597000
H 1.674896 -0.806651 -1.897436
H 2.894012 0.274367 -0.949840
H 1.391648 -1.118286 0.730983
H -0.492548 -1.885389 1.258847
H -0.746008 -2.903306 0.002364

Cartesian forces (eV/Å) of the 2 atoms listed first:
2.217 -2.951 0.645
-1.598 3.419 -0.925

The frontier orbital gap (spin up / spin down) comes out at 0.233 / 0.304 Ha. The expectation value of S² is 2.018. For the energy above the lowest of the compared OMol25 structures with the same formula, charge and spin, the calculation gives 3.622 eV. Its spin multiplicity is 3. The total energy comes out at -306.91974 Ha.

2.
Molecular formula: C25H45F2N8O8P3
Method: DFT, ωB97M-V/def2-TZVPD

Element x y z (Å)
C 0.439987 -1.131384 3.459872
N -0.858442 -1.694713 3.044022
C -1.546275 -1.015141 1.969921
O -2.550117 -0.410769 2.112299
C -0.718017 -1.384026 0.727609
C -0.458851 -0.762181 -0.479553
P -1.131302 0.871730 -0.903124
O -1.940150 1.548322 0.129183
C 0.370079 -1.447353 -1.381947
C 0.916365 -2.676049 -1.072205
C 1.801494 -3.323398 -2.140393
C 3.230873 -2.859845 -1.925661
O 3.806527 -2.960797 -0.900194
F 3.854448 -2.276453 -2.958093
C 0.654588 -3.302797 0.156406
C 1.199299 -4.665277 0.542281
O 0.481661 -5.607874 0.414674
N 2.561053 -4.720838 1.021191
C 2.695446 -5.425207 2.241329
O 2.184649 -6.432568 2.575125
F 3.557244 -4.825484 3.068403
C -0.157327 -2.631050 1.047139
C -0.613320 -2.990066 2.465347
O -0.765611 -4.053171 2.967323
H 0.954331 -0.563950 2.675005
H 0.366013 -0.506727 4.347007
H 1.092795 -1.970147 3.718521
H -0.039857 1.700927 -1.249807
H -1.901175 0.703846 -2.079476
H 0.567797 -0.963791 -2.335533
H 1.491604 -3.019166 -3.138399
H 1.749651 -4.404376 -2.009200
H 3.166484 -5.129439 0.317091
C -2.023177 1.151327 8.375176
N -1.211285 1.747308 7.340928
C 0.186742 1.852632 7.722279
P -1.624628 2.489639 5.842618
O -0.846663 1.560005 4.936735
N -3.175174 2.130796 5.176361
C -4.350759 1.683761 5.908011
C -3.173926 1.490319 3.849307
N -2.175086 3.927136 6.583010
C -2.868330 4.105532 7.841668
C -2.560004 4.944845 5.590853
H -1.925799 1.694324 9.326821
H -1.717954 0.115282 8.565044
H -3.082117 1.131705 8.136287
H 0.428008 2.865237 8.079333
H 0.840727 1.626415 6.876751
H 0.438386 1.147555 8.515167
H -4.152909 0.807508 6.531771
H -5.140260 1.392745 5.215646
H -4.800316 2.489552 6.493454
H -3.020463 0.422829 3.928031
H -2.411655 1.910750 3.202229
H -4.126574 1.666702 3.342494
H -3.718879 3.439586 7.986584
H -3.252022 5.123274 7.913984
H -2.188466 3.994456 8.689086
H -3.571482 4.777596 5.206937
H -1.870834 4.932304 4.744618
H -2.512618 5.949146 6.016757
C 1.308790 -2.136165 -6.858299
N 0.770242 -0.972231 -6.193724
C -0.466017 -1.259209 -5.484718
P 1.228953 0.689771 -6.231182
O 1.522468 0.854786 -4.759595
N 2.836064 1.049649 -6.766090
C 3.670959 0.219247 -7.624349
C 3.697326 1.736806 -5.797927
N 0.556716 0.958226 -7.770948
C 0.487027 0.068169 -8.912676
C 0.655463 2.371543 -8.176118
H 0.572922 -2.588340 -7.538063
H 1.589824 -2.909217 -6.131600
H 2.191576 -1.925094 -7.453291
H -1.344141 -0.959530 -6.074257
H -0.502442 -0.726983 -4.530141
H -0.560369 -2.322846 -5.259560
H 3.767629 -0.805638 -7.256522
H 4.682424 0.621170 -7.675079
H 3.331780 0.234442 -8.662001
H 4.152778 1.039648 -5.084612
H 3.149952 2.490154 -5.240405
H 4.498031 2.267419 -6.318919
H 1.428873 -0.419436 -9.162536
H 0.177543 0.623320 -9.797696
H -0.277964 -0.698174 -8.772928
H 1.641849 2.609151 -8.586582
H 0.477142 3.026715 -7.321435
H -0.099828 2.621593 -8.922847

Cartesian forces (eV/Å) of the 2 atoms listed first:
0.507 0.041 0.414
-0.788 -0.836 0.918

The frontier orbital gap comes out at 0.270 Ha. For the energy above the lowest of the compared OMol25 structures with the same formula, charge and spin, the calculation gives 0.000 eV. The total energy comes out at -3243.22513 Ha.

3.
Molecular formula: C27H31BBrCaN8
Method: DFT, ωB97M-V/def2-TZVPD

Element x y z (Å)
Ca -0.482328 0.364833 -0.299377
C -3.576962 -1.064769 -2.180401
C -2.572596 -1.968733 -1.556150
C -2.584485 -3.363364 -1.549480
C -1.450707 -3.734287 -0.851294
C -0.996813 -5.118725 -0.559418
N -0.814950 -2.608350 -0.473254
N -1.500059 -1.528511 -0.903709
B 0.493618 -2.502728 0.327228
N 1.532478 -1.736591 -0.535814
N 1.192712 -0.613335 -1.186617
C 2.238769 -0.198379 -1.888228
C 2.183861 1.045527 -2.703382
C 3.297715 -1.088296 -1.693680
C 2.808488 -2.057462 -0.831444
C 3.538702 -3.245959 -0.323605
N 0.203759 -1.714801 1.633509
N -0.520398 -0.585217 1.610086
C -0.666241 -0.151029 2.854728
C -1.406550 1.104186 3.157783
C -0.019852 -1.034130 3.721787
C 0.517236 -2.019590 2.909244
C 1.291046 -3.209210 3.346109
H -4.353918 -1.661879 -2.650571
H -3.115165 -0.443085 -2.949361
H -4.046886 -0.428213 -1.428655
H -3.314441 -4.010119 -1.990130
H -1.703670 -5.824561 -0.985328
H -0.936830 -5.287881 0.513012
H -0.015784 -5.302925 -0.990659
H 0.909543 -3.572471 0.592699
H 1.176771 1.471518 -2.663686
H 2.434028 0.828966 -3.740529
H 2.903624 1.778492 -2.336332
H 4.277413 -1.045281 -2.122733
H 4.554724 -3.223038 -0.705814
H 3.058297 -4.165619 -0.651941
H 3.574129 -3.256992 0.763513
H -1.825231 1.520306 2.236566
H -0.745986 1.838168 3.621315
H -2.218496 0.904823 3.855101
H 0.043558 -0.976089 4.789587
H 1.412422 -3.171539 4.424405
H 2.275330 -3.235604 2.884088
H 0.772065 -4.128102 3.080685
Br -5.480532 5.231941 -3.408927
C -3.989056 4.506427 -2.488326
C -3.837359 3.128195 -2.380211
C -2.745751 2.620454 -1.706604
C -1.785557 3.459072 -1.128369
C -1.961030 4.846391 -1.251492
C -3.048758 5.359666 -1.922660
N -0.730219 2.836466 -0.475712
C 0.210922 3.486932 0.095901
C 1.315061 2.839715 0.778109
C 2.320125 3.603247 1.386573
C 3.361336 2.952297 2.029922
C 3.364351 1.566719 2.044459
C 2.323617 0.893995 1.413590
N 1.331382 1.506088 0.800394
H -4.569853 2.466195 -2.821208
H -2.610453 1.549209 -1.611839
H -1.253560 5.538819 -0.826948
H -3.171438 6.426179 -2.009766
H 0.244535 4.578361 0.107563
H 2.292773 4.681099 1.360091
H 4.150515 3.513530 2.507821
H 4.151907 1.015034 2.531561
H 2.295102 -0.185987 1.406225

Cartesian forces (eV/Å) of the 2 atoms listed first:
-1.588 2.790 -1.001
0.083 0.085 0.052

The frontier orbital gap comes out at 0.272 Ha. As for the charge: +1. The total energy comes out at -4762.02200 Ha.